Entry 1:
The following is a DFT calculation (the ωB97M-V functional and the def2-TZVPD basis) of C43H53N6OTa as an isolated structure in a non-equilibrium geometry.

Summary:
E_HOMO: -13.22 eV
charge: +2
orbital gap: 7.12 eV
multiplicity: 1

Each line ends with the Löwdin charge.
Atoms and positions in Å:
1 Ta -0.038 -0.304 0.220  1.865
2 O 1.756 0.651 -0.420  -0.193
3 N 0.156 -1.473 -1.413  -0.092
4 N 3.550 1.010 -1.741  -0.007
5 N 1.714 4.322 -3.095  0.205
6 N 0.945 -1.750 1.210  -0.118
7 N 1.695 2.451 -1.798  0.210
8 N -1.785 -0.021 1.061  -0.140
9 C 2.441 -2.240 4.582  -0.024
10 C -0.506 -0.013 -4.733  -0.019
11 C -3.725 -3.062 0.162  -0.060
12 C 2.318 3.198 -2.715  -0.341
13 C -2.030 1.118 1.908  -0.321
14 C -0.203 -1.081 -5.565  -0.039
15 C -2.520 0.591 -2.128  -0.041
16 C -0.102 -4.037 -3.234  -0.357
17 C -5.202 -1.165 0.122  -0.041
18 C -2.907 -0.873 0.732  -0.316
19 C 2.363 -3.616 4.699  -0.033
20 C -1.077 0.939 -2.492  -0.388
21 C 2.296 1.373 -1.335  -0.414
22 C 4.264 -0.119 -1.122  0.036
23 C 1.828 -0.047 3.645  -0.346
24 C 1.333 -2.136 -1.101  -0.170
25 C 1.265 -4.732 -3.191  -0.048
26 C -0.064 -2.563 -3.640  -0.126
27 C 1.221 -2.326 2.528  -0.128
28 C 3.572 2.815 -3.270  0.040
29 C 4.153 1.727 -2.736  0.001
30 C -1.037 2.330 -3.116  -0.073
31 C -4.172 -0.334 0.520  -0.045
32 C 1.054 -3.713 2.674  -0.142
33 C 1.853 -1.558 3.522  -0.138
34 C -1.603 3.432 2.416  -0.058
35 C -2.811 0.995 3.050  -0.028
36 C 1.892 0.777 2.362  -0.070
37 C -2.374 3.314 3.559  -0.055
38 C 0.943 -5.689 1.088  -0.047
39 C -0.931 -4.342 -1.998  -0.053
40 C -0.209 -1.439 -2.819  -0.139
41 C 0.598 0.318 4.472  -0.038
42 C 1.639 -4.337 3.770  -0.014
43 C -2.686 -2.235 0.579  -0.050
44 C 1.720 -2.288 0.195  -0.158
45 C -0.532 -0.174 -3.358  -0.143
46 C 0.182 -4.540 1.750  -0.391
47 C -1.452 2.334 1.574  -0.067
48 C -0.031 -2.334 -5.018  -0.018
49 C -1.044 -5.059 2.508  -0.043
50 C -4.980 -2.528 -0.071  -0.049
51 C -2.985 2.098 3.866  -0.040
52 H -4.347 0.725 0.662  0.127
53 H 1.940 -2.501 -1.919  0.123
54 H -2.614 -0.393 -1.673  0.067
55 H -0.644 -4.490 -4.067  0.136
56 H -0.449 1.027 -1.565  0.052
57 H -3.553 -4.124 0.052  0.113
58 H 5.125 1.373 -3.049  0.149
59 H -1.855 -3.761 -1.980  0.079
60 H -0.742 0.949 -5.169  0.115
61 H -2.520 4.169 4.205  0.116
62 H 2.612 -2.840 0.462  0.148
63 H 0.323 -6.171 0.330  0.079
64 H -3.108 0.570 -3.047  0.111
65 H 0.658 -0.114 5.471  0.095
66 H 4.056 3.381 -4.052  0.130
67 H -3.593 2.008 4.756  0.120
68 H 1.524 -5.408 3.891  0.123
69 H 0.479 1.400 4.569  0.092
70 H -1.198 -5.401 -1.992  0.098
71 H -0.165 -0.943 -6.637  0.118
72 H 3.931 -1.061 -1.543  0.091
73 H -1.639 -4.241 2.919  0.084
74 H 2.340 1.754 2.544  0.109
75 H -0.377 -4.144 -1.086  0.042
76 H -1.680 -5.649 1.843  0.086
77 H -0.291 -0.092 4.000  0.073
78 H 5.326 0.012 -1.309  0.106
79 H -1.150 4.380 2.157  0.114
80 H -0.913 2.444 0.633  0.096
81 H 2.700 0.225 4.242  0.139
82 H 0.869 1.044 1.997  0.032
83 H 1.898 -4.435 -4.028  0.086
84 H -1.719 -2.657 0.833  0.073
85 H -3.262 0.043 3.301  0.132
86 H 2.139 4.946 -3.760  0.133
87 H -6.188 -0.749 -0.039  0.119
88 H -0.748 -5.703 3.339  0.086
89 H -1.208 3.087 -2.349  0.086
90 H 1.216 -6.455 1.818  0.087
91 H -1.835 2.428 -3.854  0.098
92 H 0.857 4.601 -2.647  0.124
93 H 1.135 -5.814 -3.241  0.092
94 H 2.444 0.294 1.561  0.044
95 H 0.093 -3.190 -5.671  0.129
96 H 2.955 -1.665 5.344  0.126
97 H 2.842 -4.118 5.530  0.120
98 H 1.864 -5.348 0.609  0.077
99 H -5.794 -3.170 -0.380  0.117
100 H -0.089 2.536 -3.608  0.057
101 H 1.798 -4.521 -2.260  0.059
102 H -0.185 -3.886 0.969  0.068
103 H 4.085 -0.119 -0.051  0.094
104 H -2.954 1.339 -1.460  0.090

Entry 2:
The following is a DFT calculation (the ωB97M-V functional and the def2-TZVPD basis) of an isolated molecule of C2H8NOP in a non-equilibrium geometry.

Summary:
E_HOMO: -9.51 eV
charge: 0
orbital gap: 10.36 eV
SMILES: CN[P@H](C)=O
multiplicity: 1

Each line ends with the Löwdin charge.
Atoms and positions in Å:
1 P -1.404 0.190 0.314  0.679
2 O -2.899 0.623 -0.315  -0.510
3 N -0.149 0.864 -0.570  -0.293
4 C 1.138 1.202 -0.121  -0.197
5 C -0.911 -1.519 -0.002  -0.199
6 H 1.985 1.244 -0.785  0.077
7 H 1.296 1.931 0.719  0.090
8 H 0.079 -1.663 0.454  0.048
9 H -0.522 1.456 -1.342  0.119
10 H -1.647 -2.297 0.137  0.046
11 H 1.362 0.250 0.378  0.059
12 H -0.876 -1.302 -1.066  0.043
13 H -1.350 0.624 1.697  0.039

Entry 3:
The following is a DFT calculation (the ωB97M-V functional and the def2-TZVPD basis) of a 2-piece molecular cluster, C2H3NO2 overall in a non-equilibrium geometry.

Summary:
E_HOMO: -9.92 eV
charge: 0
orbital gap: 10.97 eV
multiplicity: 1

Each line ends with the Löwdin charge.
Atoms and positions in Å:
1 O 0.736 -0.308 -0.178  -0.092
2 O 0.660 -3.524 1.774  0.008
3 N 0.383 -0.593 1.132  0.022
4 C 0.294 -4.468 1.295  -0.020
5 C -0.573 -0.501 0.076  -0.252
6 H 0.391 0.272 1.607  0.080
7 H -1.280 0.365 -0.206  0.138
8 H -0.868 -1.460 -0.416  0.115

Entry 4:
The following is a DFT calculation (the ωB97M-V functional and the def2-TZVPD basis) of a 3-piece molecular cluster, C6H14O2 overall in a non-equilibrium geometry.

Summary:
E_HOMO: -8.40 eV
charge: 0
orbital gap: 8.81 eV
SMILES: C=C/C(C)=C/C.O.O
multiplicity: 1

Each line ends with the Löwdin charge.
Atoms and positions in Å:
1 O -1.749 4.308 0.750  -0.038
2 O -3.622 2.462 -0.072  -0.088
3 C 0.018 -0.422 2.106  -0.021
4 C 0.894 -1.817 0.168  -0.282
5 C 0.875 -3.096 -0.611  -0.065
6 C 0.428 -1.564 1.563  -0.153
7 C 1.346 -0.671 -0.451  -0.123
8 C 1.742 -0.616 -1.860  -0.141
9 H -0.554 0.437 1.660  0.079
10 H 1.303 0.210 0.140  0.077
11 H -3.026 3.135 0.311  -0.023
12 H 0.726 -2.330 2.284  0.099
13 H -0.084 -3.379 -1.039  0.074
14 H 2.422 -1.374 -2.217  0.057
15 H -3.810 2.887 -0.917  0.026
16 H -0.266 -0.414 3.151  0.044
17 H 0.999 -0.587 -2.658  0.076
18 H 1.391 -3.817 0.040  0.087
19 H 2.388 0.326 -2.101  0.101
20 H -1.763 5.256 0.915  0.062
21 H -0.856 4.022 0.548  0.060
22 H 1.196 -2.955 -1.711  0.090